{
  "formula": "C10H30B2BeF8O5S5",
  "method": "wB97M-V/def2-TZVPD",
  "symbols": ["Be", "B", "F", "F", "F", "F", "B", "F", "F", "F", "F", "C", "S", "O", "C", "H", "H", "H", "H", "H", "H", "C", "S", "O", "C", "H", "H", "H", "H", "H", "H", "C", "S", "O", "C", "H", "H", "H", "H", "H", "H", "C", "S", "O", "C", "H", "H", "H", "H", "H", "H", "C", "S", "O", "C", "H", "H", "H", "H", "H", "H"],
  "coordinates": [[2.1421, 25.0765, 1.0097], [4.5860, 23.7328, 1.5929], [3.6993, 24.0932, 2.6029], [5.9018, 23.8020, 2.0355], [4.3713, 22.4319, 1.1600], [4.4245, 24.7023, 0.5843], [1.7742, 26.9263, -1.0160], [2.9262, 26.1388, -1.0539], [1.5009, 27.2170, 0.3172], [1.9204, 28.0971, -1.7809], [0.6843, 26.2126, -1.4632], [1.1906, 20.6184, 1.2541], [1.2320, 21.7502, 2.6667], [1.3420, 23.1667, 2.1330], [-0.4756, 21.4014, 3.2969], [0.5407, 21.0363, 0.4834], [0.7890, 19.6314, 1.4761], [2.2043, 20.5515, 0.8620], [-0.4804, 21.7272, 4.3378], [-0.7013, 20.3378, 3.2606], [-1.2928, 21.9769, 2.8616], [6.9121, 26.6733, -0.3181], [8.6418, 26.6995, 0.1559], [9.2634, 25.5542, -0.6086], [8.5401, 26.3984, 1.9353], [6.3536, 27.5849, -0.1135], [6.4810, 25.7885, 0.1543], [6.7814, 26.4331, -1.3727], [9.5452, 26.3636, 2.3561], [8.1756, 25.3695, 2.0071], [7.9699, 27.1161, 2.5195], [3.3590, 28.7606, 3.7423], [4.3644, 27.6747, 2.6663], [3.3696, 26.6518, 2.2179], [5.3369, 26.9055, 4.0069], [2.5783, 29.1903, 3.1181], [4.0060, 29.5443, 4.1372], [2.9472, 28.1691, 4.5578], [6.3138, 27.3855, 4.0017], [5.4741, 25.8551, 3.7545], [4.7922, 26.9759, 4.9444], [7.3119, 23.5816, 4.9063], [6.2854, 23.6096, 6.4173], [5.7312, 25.0255, 6.5164], [4.9048, 22.6660, 5.7140], [6.7947, 24.0441, 4.0640], [7.5816, 22.5818, 4.5616], [8.2552, 24.1258, 4.9611], [4.1675, 22.3616, 6.4562], [5.2104, 21.7930, 5.1380], [4.3554, 23.3378, 5.0517], [8.1820, 21.3270, 0.9814], [8.6656, 22.1170, -0.6194], [8.5644, 21.0427, -1.6801], [7.1380, 23.0824, -0.8296], [7.1070, 21.1747, 0.8613], [8.2402, 21.9762, 1.8565], [8.6651, 20.3778, 1.1986], [6.2488, 22.4583, -0.7634], [7.0675, 23.6841, -1.7337], [7.2525, 23.8024, -0.0190]],
  "mulliken_charge": [1.44, 0.36, -0.39, 0.08, -0.36, -0.19, 0.47, -0.21, -0.32, -0.34, -0.36, -0.95, 0.55, -0.62, -1.02, 0.33, 0.41, 0.24, 0.33, 0.38, 0.33, -0.16, 0.29, -0.55, -0.45, 0.47, -0.59, 0.40, 0.47, -0.09, 0.18, -1.21, 0.55, -0.44, -0.60, 0.39, 0.41, 0.35, 0.37, -0.25, 0.46, -0.44, 0.33, -0.58, -0.64, -0.31, 0.39, 0.44, 0.42, 0.33, 0.00, -0.61, 0.48, -0.67, -0.34, 0.06, 0.16, 0.42, 0.33, 0.43, -0.36],
  "relative_energy_ev": 0.000,
  "fmax_ev_per_a": 3.25,
  "orbital_gap_ev": 4.95,
  "e_tot_ev": -98770.0128,
  "lumo_energy_ha": -0.1143
}